i) Molecular formula: C4H7F
Method: DFT, ωB97M-V/def2-TZVPD

Cartesian coordinates (Å):
1 C -0.40480 -1.57057 1.24695
2 C -0.39454 -0.83784 -0.02659
3 C 0.47512 0.36102 0.16418
4 C 0.19392 1.30203 -1.07155
5 F 0.52078 2.75689 -0.81773
6 H 0.25577 -1.40407 2.30721
7 H -0.87729 -2.61052 0.99747
8 H -0.78246 -1.13418 -1.25238
9 H -0.26511 0.43468 1.26002
10 H 1.57149 0.46459 0.55186
11 H 0.69762 0.99556 -2.11334
12 H -0.99049 1.24241 -1.24610


ii) Molecular formula: C4H7F
Method: DFT, ωB97M-V/def2-TZVPD

Cartesian coordinates (Å):
1 F -2.30522 0.04531 -0.15872
2 C -1.03381 0.01737 0.38192
3 C -0.01666 -1.09664 -0.20089
4 C 1.01426 -0.02772 0.00887
5 C 0.07252 1.14149 -0.17988
6 H -0.94389 -0.08978 1.47509
7 H -0.32087 -1.17572 -1.25079
8 H 0.14262 -2.08519 0.22614
9 H 1.92642 -0.04410 -0.54564
10 H 1.29068 -0.11633 1.06132
11 H -0.12102 1.38385 -1.24569
12 H 0.29497 2.04747 0.42826


What is the least stable structure shown above? It is i).